{
  "formula": "C5H12N",
  "method": "ωB97M-V with the def2-TZVPD basis set",
  "smiles": "C/C=C/CC[NH3+]",
  "largest_force_ha_per_bohr": 0.1455,
  "total_energy_ha": -252.1504,
  "relative_energy_ev": 2.197,
  "total_charge": 1,
  "e_homo_ha": -0.5031,
  "elements": ["C", "C", "C", "C", "C", "N", "H", "H", "H", "H", "H", "H", "H", "H", "H", "H", "H", "H"],
  "coordinates": [[1.4889, 0.4619, 1.9988], [0.3459, 0.8121, 1.0842], [-0.3906, -0.2538, 0.7614], [-1.5002, -0.2082, -0.2749], [-0.8098, -0.7817, -1.5903], [0.5369, 0.0476, -1.6842], [1.4063, 0.9675, 3.0309], [2.4440, 0.7652, 1.5192], [1.3626, -0.6538, 2.2673], [0.0917, 1.8499, 1.0302], [-0.2809, -1.1927, 1.2895], [-2.2683, -0.9302, 0.1566], [-2.0183, 0.7259, -0.3309], [-1.3651, -0.6316, -2.5548], [-0.5920, -1.8518, -1.4617], [1.1295, -0.3072, -0.8615], [0.5269, 0.9806, -1.6239], [1.0001, -0.2370, -2.5467]],
  "atomic_forces_ev_per_a": [[-0.212, -0.219, 2.103], [0.432, -1.946, 2.358], [-1.588, 1.652, -0.686], [-0.008, -2.845, 0.893], [-1.056, 2.014, 0.456], [0.885, -7.432, -0.018], [0.264, -0.348, -1.670], [-0.303, -0.559, 0.620], [0.999, 1.693, -0.669], [-0.160, 0.480, -1.104], [0.536, -0.168, -0.372], [0.691, 0.642, -1.224], [0.126, 0.772, -0.572], [0.531, 0.017, 1.040], [0.446, 0.577, -0.098], [-0.937, 0.814, -1.281], [-0.784, 4.665, 0.337], [0.138, 0.191, -0.111]]
}

=====

{
  "formula": "C6H11N3S3",
  "method": "ωB97M-V with the def2-TZVPD basis set",
  "largest_force_ha_per_bohr": 0.1077,
  "total_energy_ha": -1593.7855,
  "relative_energy_ev": 6.227,
  "e_homo_ha": -0.3072,
  "elements": ["C", "C", "C", "C", "C", "C", "H", "H", "H", "H", "H", "H", "H", "H", "H", "H", "H", "N", "N", "N", "S", "S", "S"],
  "coordinates": [[5.2495, 0.2247, 0.0328], [3.7367, 0.3325, -0.3453], [1.3913, -0.8464, -0.0525], [-0.9049, -0.4075, -0.2914], [-2.9829, 0.6988, 0.1432], [-4.4947, 0.3478, 0.5019], [5.3186, -0.4320, 0.9460], [5.6001, 1.3055, 0.5522], [5.9312, -0.0371, -0.8723], [3.3103, 0.9291, 0.4466], [3.8072, 0.8883, -1.4514], [-2.6390, -1.3827, -0.9386], [-2.6898, 1.5417, -0.8614], [-2.3818, 1.0040, 1.3745], [-5.1420, 1.1105, 0.3037], [-4.8393, 0.2004, 1.6254], [-4.5432, -2.1933, -0.2461], [1.1466, 0.4609, -0.1953], [-0.2002, 0.6544, -0.2888], [-2.3009, -0.6770, -0.0340], [2.9900, -1.2290, -0.1276], [-5.4763, -0.7286, -0.4374], [0.1133, -1.7651, 0.2158]],
  "atomic_forces_ev_per_a": [[1.047, 1.791, 1.347], [2.702, 2.466, -1.907], [1.193, 4.579, -0.141], [-0.523, -1.837, 2.376], [1.345, -0.566, 1.657], [1.089, -0.308, 2.681], [0.463, 0.125, -1.266], [-0.836, -2.689, -1.927], [-1.093, 0.260, 1.974], [-0.342, 0.706, -0.486], [-1.246, -1.616, 2.905], [0.675, 3.118, 3.166], [-1.230, -2.608, 3.476], [-1.923, -0.274, -4.291], [-1.175, 3.313, -0.561], [1.921, 0.016, -1.875], [-2.344, 3.269, -0.377], [-1.464, -0.827, -0.557], [-0.633, 1.165, -0.645], [0.275, 0.580, -3.903], [2.657, -2.745, -0.439], [2.126, -5.040, -0.858], [-2.684, -2.876, -0.349]]
}

=====

{
  "formula": "C6H16NO",
  "method": "ωB97M-V with the def2-TZVPD basis set",
  "largest_force_ha_per_bohr": 0.0411,
  "total_energy_ha": -367.9471,
  "relative_energy_ev": 0.962,
  "total_charge": 1,
  "e_homo_ha": -0.4633,
  "elements": ["C", "C", "C", "C", "C", "C", "N", "H", "H", "H", "H", "H", "H", "H", "H", "H", "H", "H", "H", "H", "H", "H", "H", "O"],
  "coordinates": [[2.4310, 0.8128, 0.3010], [1.1000, 0.5288, -0.3983], [-0.0726, 0.3390, 0.5846], [-0.1286, -1.1145, 0.9995], [-1.2945, -1.7539, 1.0069], [-1.4661, -3.1714, 1.4711], [0.7942, 1.7763, -1.2144], [3.0576, -0.0413, 0.5598], [3.1095, 1.4776, -0.2312], [2.2349, 1.3086, 1.2609], [1.2367, -0.3775, -0.9729], [-1.0452, 0.5792, 0.1543], [0.0479, 0.9356, 1.4980], [0.7691, -1.6485, 1.2887], [-2.2148, -1.3441, 0.5960], [-1.5061, -3.9403, 0.7034], [-2.4026, -3.1787, 2.0308], [-0.6614, -3.4363, 2.1611], [0.9518, 2.6003, -0.6399], [-0.2288, 1.7947, -1.4143], [1.2700, 1.7859, -2.1130], [-1.9788, 2.7890, -2.8623], [-2.2409, 1.2511, -2.4966], [-1.7623, 2.0276, -2.2733]],
  "atomic_forces_ev_per_a": [[0.360, 0.315, 1.121], [0.550, 0.795, 1.300], [0.653, -0.943, 0.275], [-1.098, 0.290, -0.195], [0.372, -1.129, -0.592], [0.123, 0.348, 0.800], [-1.103, -1.097, -0.026], [-0.449, -0.319, -0.225], [-0.153, 0.027, -0.441], [0.012, 0.019, -0.158], [-0.460, 0.274, -0.946], [0.065, 0.144, -0.193], [0.148, 0.264, -0.335], [0.105, 0.212, 0.249], [0.208, 0.544, 0.158], [-0.129, 0.199, -0.287], [0.003, -0.413, 0.038], [-0.080, -0.078, -0.057], [0.532, 0.151, -0.164], [0.136, 0.086, -0.454], [0.310, 0.382, 0.127], [-0.087, -1.221, 0.542], [-0.967, -0.734, -0.684], [0.948, 1.884, 0.146]]
}

=====

{
  "formula": "C5H9NO",
  "method": "ωB97M-V with the def2-TZVPD basis set",
  "smiles": "C=C(C)CC(N)=O",
  "largest_force_ha_per_bohr": 0.0924,
  "total_energy_ha": -325.8238,
  "relative_energy_ev": 3.096,
  "e_homo_ha": -0.3489,
  "elements": ["C", "C", "C", "C", "C", "N", "O", "H", "H", "H", "H", "H", "H", "H", "H", "H"],
  "coordinates": [[-2.0955, -0.7827, 0.6980], [-0.9928, -0.2431, 0.2079], [0.2013, 0.2605, 1.3991], [-0.4078, -0.1784, -1.1251], [1.1401, -0.2479, -0.7465], [1.8133, 0.9577, -0.9928], [1.7288, -1.3277, -0.7526], [-2.3642, -0.7015, 1.7448], [-2.7781, -1.3141, 0.0394], [1.2838, 0.2289, 1.5400], [-0.0689, -0.3400, 2.2716], [-0.1023, 1.2993, 1.5522], [-0.6496, -1.0385, -1.7528], [-0.6447, 0.7586, -1.6357], [2.6325, 0.8453, -1.5785], [1.3041, 1.8237, -0.8690]],
  "atomic_forces_ev_per_a": [[-0.062, 0.150, -0.453], [2.521, -0.060, 3.455], [-3.471, 0.074, 0.640], [1.553, -0.293, 0.605], [0.348, -0.969, -4.637], [-0.349, -0.950, 0.835], [-0.798, 1.643, 0.749], [0.210, -0.257, -0.033], [-0.138, 0.333, 0.011], [0.049, -0.298, -1.674], [-0.536, 0.338, 0.082], [0.159, 0.009, 0.440], [0.025, 0.130, -0.035], [0.109, -0.110, 0.005], [-0.073, 0.492, 0.545], [0.452, -0.232, -0.536]]
}

=====

{
  "formula": "C4H8ClNO",
  "method": "ωB97M-V with the def2-TZVPD basis set",
  "smiles": "CN(Cl)C1(O)CC1",
  "largest_force_ha_per_bohr": 0.0939,
  "total_energy_ha": -747.2535,
  "relative_energy_ev": 3.946,
  "e_homo_ha": -0.3393,
  "elements": ["C", "N", "Cl", "C", "O", "C", "C", "H", "H", "H", "H", "H", "H", "H", "H"],
  "coordinates": [[-1.0997, 1.6726, 0.2789], [-1.0596, 0.2280, 0.3769], [-2.6570, -0.5013, -0.0721], [-0.0294, -0.4486, -0.2666], [0.1254, 0.3659, -1.7910], [1.2689, -0.9054, 0.3652], [0.2642, -1.9233, -0.1001], [-0.0945, 1.9170, 0.4937], [-1.3023, 1.9718, -0.7280], [-1.7767, 2.1763, 0.9506], [0.8536, 0.9291, -1.4926], [1.4051, -0.5673, 1.4027], [2.0706, -0.9075, -0.2673], [0.2707, -2.5549, -0.9841], [-0.5699, -2.4436, 0.6446]],
  "atomic_forces_ev_per_a": [[-0.135, -0.643, -0.512], [-1.406, -1.554, 0.985], [1.050, 0.650, 0.223], [0.389, 1.503, -3.367], [0.481, -2.369, 3.071], [-2.378, 0.515, 1.317], [-4.402, -0.586, 1.899], [1.134, 0.839, 0.415], [-0.203, 0.295, -0.641], [-0.211, -0.375, 0.462], [-0.057, 0.044, -0.499], [0.028, -0.786, -0.434], [2.213, 0.487, -1.331], [0.978, 0.396, -0.009], [2.518, 1.584, -1.578]]
}

=====

{
  "formula": "C39H39CrNO5P",
  "method": "ωB97M-V with the def2-TZVPD basis set",
  "largest_force_ha_per_bohr": 0.0567,
  "total_energy_ha": -3326.1965,
  "spin_multiplicity": 5,
  "relative_energy_ev": 0.000,
  "total_charge": 1,
  "e_homo_ha": [-0.4005, -0.4038],
  "elements": ["Cr", "C", "C", "C", "C", "C", "O", "C", "N", "C", "C", "C", "C", "C", "C", "P", "C", "C", "C", "C", "C", "C", "C", "C", "C", "C", "C", "C", "H", "H", "H", "H", "H", "H", "H", "H", "H", "H", "H", "H", "H", "H", "H", "H", "H", "H", "H", "H", "H", "H", "H", "H", "O", "C", "C", "O", "O", "C", "C", "C", "C", "C", "C", "C", "C", "C", "C", "C", "C", "H", "H", "H", "H", "H", "H", "H", "H", "H", "H", "H", "C", "O", "H", "H", "H", "H"],
  "coordinates": [[0.5970, 0.2931, 0.1197], [2.7817, 1.5775, 4.0413], [1.9057, 0.9049, 2.9832], [1.1152, 1.9618, 2.2163], [2.7618, 0.0849, 2.0026], [3.6417, -0.9894, 2.6757], [3.3447, -2.1871, 1.9785], [2.3388, -1.9370, 1.1216], [1.9396, -0.6912, 1.0684], [1.7808, -3.0839, 0.4467], [1.9950, -4.3450, 1.0246], [1.3817, -5.4670, 0.5084], [0.5726, -5.3665, -0.6153], [0.4133, -4.1409, -1.2404], [1.0079, -2.9913, -0.7300], [0.7553, -1.3595, -1.4891], [-0.5034, -1.6886, -2.7438], [-1.8278, -1.5523, -2.3426], [-2.8510, -1.8655, -3.2165], [-2.5459, -2.3148, -4.4925], [-1.2250, -2.4452, -4.8960], [-0.1951, -2.1312, -4.0269], [2.2245, -0.8981, -2.4497], [3.4609, -1.5261, -2.3805], [4.5304, -1.0014, -3.0923], [4.3733, 0.1490, -3.8478], [3.1374, 0.7800, -3.9145], [2.0685, 0.2615, -3.2121], [2.1928, 2.3032, 4.5962], [3.6249, 2.0884, 3.5813], [3.1746, 0.8614, 4.7561], [1.1984, 0.2224, 3.4748], [1.7794, 2.6969, 1.7625], [0.4137, 2.4758, 2.8733], [0.5264, 1.4730, 1.4145], [3.3745, 0.7783, 1.4110], [3.3861, -1.1442, 3.7279], [4.7116, -0.7970, 2.5864], [2.6238, -4.4160, 1.8999], [1.5257, -6.4217, 0.9898], [0.0727, -6.2414, -1.0028], [-0.1897, -4.0794, -2.1327], [-2.0276, -1.1929, -1.3413], [-3.8760, -1.7639, -2.8943], [-3.3443, -2.5653, -5.1732], [-0.9939, -2.8052, -5.8865], [0.8373, -2.2316, -4.3343], [3.5827, -2.4196, -1.7821], [5.4912, -1.4941, -3.0536], [5.2138, 0.5531, -4.3911], [3.0113, 1.6757, -4.5050], [1.0956, 0.7382, -3.2421], [-1.7256, 0.0832, 1.0841], [-2.4020, 1.3425, 0.9024], [-1.5247, 2.1858, -0.1015], [-1.7679, 3.3550, -0.2854], [-0.6042, 1.5086, -0.6785], [-2.5130, 2.0910, 2.2135], [-3.1862, 3.3068, 2.2736], [-3.2568, 4.0020, 3.4685], [-2.6630, 3.4953, 4.6133], [-1.9960, 2.2841, 4.5581], [-1.9237, 1.5838, 3.3663], [-3.7362, 1.0797, 0.2324], [-3.8079, 1.0097, -1.1543], [-5.0028, 0.6954, -1.7752], [-6.1307, 0.4279, -1.0188], [-6.0605, 0.4844, 0.3634], [-4.8709, 0.8113, 0.9901], [-2.3979, -0.5730, 1.3072], [-3.6414, 3.7054, 1.3822], [-3.7782, 4.9461, 3.5055], [-2.7220, 4.0367, 5.5456], [-1.5244, 1.8779, 5.4413], [-1.4111, 0.6308, 3.3380], [-2.9309, 1.2073, -1.7535], [-5.0485, 0.6570, -2.8532], [-7.0622, 0.1830, -1.5064], [-6.9363, 0.2666, 0.9542], [-4.8239, 0.8667, 2.0686], [3.5376, 2.6986, -0.8215], [2.1938, 2.2738, -0.6516], [3.6069, 3.7858, -0.8750], [3.9806, 2.2630, -1.7207], [4.0995, 2.3630, 0.0485], [1.6458, 2.7401, -1.2927]],
  "atomic_forces_ev_per_a": [[-1.033, 0.533, -0.841], [-0.179, -0.209, -0.123], [0.124, 0.067, -0.150], [0.346, -0.301, 0.221], [0.475, 0.324, 0.569], [0.135, 0.723, 0.415], [-0.689, -0.480, -0.930], [0.322, 1.370, 0.834], [1.562, -2.277, 0.941], [-0.333, -1.136, -0.572], [0.035, 0.511, 0.034], [-0.125, -0.143, -0.146], [0.208, 0.044, 0.244], [0.043, 0.160, -0.052], [0.382, 0.104, 0.375], [-0.293, -0.809, -1.280], [0.033, 0.170, 0.165], [0.219, 0.050, 0.088], [-0.058, -0.076, -0.015], [-0.064, 0.008, 0.057], [0.043, -0.055, -0.073], [-0.018, 0.042, 0.143], [0.083, -0.019, 0.157], [-0.219, 0.022, 0.011], [0.132, -0.006, 0.035], [0.005, -0.056, -0.038], [0.026, -0.003, -0.008], [-0.100, -0.129, 0.085], [0.013, 0.096, 0.063], [0.062, 0.165, -0.065], [0.086, -0.094, 0.110], [0.102, -0.004, -0.049], [-0.091, -0.093, -0.136], [-0.093, -0.107, -0.227], [-0.239, 1.272, 1.133], [-0.057, -0.035, 0.133], [0.025, 0.055, -0.106], [-0.118, -0.009, 0.039], [-0.031, -0.048, 0.028], [0.023, -0.086, 0.031], [-0.007, -0.048, -0.070], [-0.060, 0.041, -0.066], [-0.166, 0.043, 0.026], [-0.105, 0.019, -0.024], [-0.068, -0.029, -0.104], [-0.004, -0.001, -0.118], [0.026, -0.013, -0.052], [0.054, -0.074, -0.009], [0.058, -0.019, 0.004], [0.076, 0.027, -0.059], [0.003, 0.049, -0.064], [-0.008, 0.119, -0.072], [0.086, -0.115, 0.037], [0.139, 0.548, -0.416], [-0.771, 0.265, 0.712], [-0.040, -0.098, -0.031], [0.490, 0.210, -1.117], [0.072, -0.214, 0.176], [0.035, -0.043, 0.058], [-0.039, 0.025, -0.064], [0.071, -0.022, 0.091], [0.026, 0.031, 0.122], [-0.142, -0.102, -0.117], [0.010, -0.066, 0.016], [-0.084, 0.024, 0.030], [0.041, -0.040, -0.080], [-0.060, 0.007, 0.024], [-0.127, -0.106, -0.014], [0.127, -0.004, -0.034], [0.118, -0.032, 0.044], [-0.054, 0.064, -0.095], [-0.061, 0.090, -0.004], [-0.014, 0.066, 0.060], [-0.013, -0.021, 0.114], [0.002, 0.021, -0.026], [0.040, 0.049, -0.075], [-0.029, 0.021, -0.113], [-0.089, -0.018, -0.019], [-0.105, 0.015, 0.082], [-0.008, 0.033, 0.089], [0.262, -0.018, -0.064], [-0.220, -0.145, -0.032], [-0.015, 0.007, 0.022], [0.014, -0.002, 0.054], [0.050, 0.003, -0.011], [-0.260, -0.092, 0.095]]
}